No. 1
Here is C10H30O16PV as an isolated structure from OMol25. Energies are from ωB97M-V/def2-TZVPD.

XYZ file:
```
58
C10H30O16PV (ωB97M-V/def2-TZVPD)
O 1.17 1.09 0.23
V -0.46 0.94 0.17
O -0.65 -0.65 -0.10
P -1.86 1.06 2.64
O -2.11 -0.38 3.19
O -2.15 1.52 1.22
O -0.43 0.47 2.48
O -1.99 2.23 3.75
C -1.05 2.60 -2.59
C -0.17 3.61 -1.81
O -0.25 3.31 -0.51
O -0.73 1.30 -2.17
H -0.84 2.40 -3.64
H -2.09 2.89 -2.71
H -0.53 4.61 -2.04
H 0.86 3.54 -2.14
H -0.03 3.96 0.15
H -1.01 0.63 -2.80
C -3.90 -1.55 0.33
C -5.41 -1.29 0.82
O -6.27 -2.31 0.35
O -3.20 -2.25 1.41
H -3.28 -0.66 0.23
H -3.77 -2.05 -0.63
H -5.73 -0.32 0.45
H -5.46 -1.33 1.91
H -6.17 -3.18 0.73
H -2.96 -1.48 1.93
C 1.94 5.39 1.07
C 3.10 4.37 1.33
O 3.16 3.32 0.40
O 0.79 4.74 1.48
H 1.90 5.53 -0.01
H 2.16 6.37 1.50
H 2.91 3.88 2.29
H 4.02 4.92 1.54
H 2.75 2.53 0.74
H 0.71 4.56 2.42
C 0.15 -3.27 -1.86
C -0.15 -4.32 -0.73
O 0.17 -5.59 -1.30
O -0.99 -3.46 -2.74
H 1.07 -3.43 -2.42
H 0.15 -2.26 -1.45
H -1.21 -4.33 -0.48
H 0.39 -4.13 0.20
H -0.10 -5.61 -2.22
H -0.95 -2.67 -3.28
C 3.32 -2.19 -0.15
C 4.08 -3.47 0.39
O 5.48 -3.17 0.42
O 3.27 -1.08 0.81
H 2.38 -2.49 -0.61
H 3.94 -1.92 -1.01
H 3.80 -4.42 -0.08
H 3.79 -3.63 1.42
H 5.71 -2.50 1.07
H 2.74 -0.39 0.40
```

As for the LUMO energy: 3.94 eV. As for the orbital gap: 3.4 eV. The total charge is -2. Its highest occupied orbital energy is 0.587 eV. As for the total energy: -78590.6998 eV. The value obtained for the max |F| is 0.151 hartree/bohr.

---

No. 2
Here is a 5-piece molecular cluster, C10H30O5 overall from OMol25. Energies are from ωB97M-V/def2-TZVPD.

XYZ file:
```
45
C10H30O5 (ωB97M-V/def2-TZVPD)
C 18.36 16.63 -7.06
C 18.76 15.88 -8.25
O 20.14 15.89 -8.20
H 18.95 16.37 -6.18
H 17.33 16.46 -6.75
H 18.50 17.69 -7.27
H 18.35 16.46 -9.08
H 18.33 14.87 -8.31
H 20.36 15.60 -9.09
C 21.48 13.01 -12.91
C 21.37 14.03 -11.79
O 20.05 14.05 -11.41
H 22.50 13.14 -13.27
H 20.81 13.32 -13.72
H 21.23 11.98 -12.70
H 21.48 15.08 -12.03
H 22.13 13.75 -11.06
H 19.44 14.64 -11.87
C 14.13 18.23 -8.57
C 15.50 18.13 -7.79
O 15.17 17.60 -6.54
H 14.26 18.18 -9.66
H 13.57 19.14 -8.38
H 13.43 17.42 -8.39
H 15.99 19.10 -7.69
H 16.18 17.46 -8.32
H 15.55 18.23 -5.93
C 15.13 14.54 -4.66
C 14.20 13.78 -5.47
O 13.62 12.62 -4.86
H 16.02 14.03 -4.29
H 14.62 15.01 -3.82
H 15.47 15.33 -5.32
H 14.69 13.47 -6.40
H 13.30 14.38 -5.60
H 14.24 11.91 -4.65
C 22.90 12.72 -5.64
C 22.26 13.44 -6.84
O 22.35 14.74 -6.55
H 23.99 12.77 -5.59
H 22.72 11.67 -5.85
H 22.52 13.05 -4.67
H 21.20 13.24 -6.98
H 22.63 13.20 -7.84
H 21.64 15.26 -6.94
```

As for the LUMO energy (spin up / spin down): -3.07 / -9.67 eV. As for the orbital gap (spin up / spin down): 8.8 / 2.2 eV. As for the spin multiplicity: 2. The total charge is +1. Its highest occupied orbital energy (spin up / spin down) is -11.859 / -11.859 eV. As for the total energy: -21081.3069 eV. The value obtained for the max |F| is 0.082 hartree/bohr.

---

No. 3
Here is C10H30O6V2 as an isolated structure from OMol25. Energies are from ωB97M-V/def2-TZVPD.

XYZ file:
```
48
C10H30O6V2 (ωB97M-V/def2-TZVPD)
V -2.12 0.47 -2.28
V 0.02 2.93 -1.07
C 0.25 -0.42 -0.06
O -0.15 0.46 -1.13
H -0.57 -0.61 0.64
H 0.64 -1.38 -0.40
H 1.11 -0.10 0.52
C -1.26 3.00 -4.19
O -1.48 2.53 -2.84
H -2.14 3.25 -4.78
H -0.74 3.95 -4.29
H -0.85 2.19 -4.79
C 3.12 1.36 1.54
C 2.79 2.78 1.16
O 1.47 2.96 0.68
H 3.99 1.29 2.19
H 3.25 0.67 0.70
H 2.29 0.92 2.11
H 3.61 3.09 0.51
H 2.90 3.34 2.09
H 0.94 2.58 1.39
C 3.31 -2.14 -3.84
C 3.98 -1.95 -2.49
O 3.10 -1.03 -1.87
H 3.93 -2.68 -4.56
H 2.94 -1.21 -4.28
H 2.44 -2.78 -3.71
H 4.86 -1.32 -2.61
H 4.04 -2.86 -1.88
H 2.29 -1.49 -1.66
C -5.15 0.98 0.93
C -3.84 0.30 0.76
O -3.24 0.90 -0.38
H -5.69 0.99 -0.02
H -5.05 1.94 1.44
H -5.72 0.37 1.63
H -4.04 -0.75 0.51
H -3.23 0.33 1.66
H -2.78 1.68 -0.06
C -1.66 -2.32 3.21
C -0.36 -2.98 3.67
O -0.63 -4.01 4.55
H -2.37 -2.99 2.72
H -1.46 -1.53 2.49
H -2.20 -1.73 3.95
H 0.24 -2.15 4.04
H 0.23 -3.34 2.82
H -1.02 -3.48 5.25
```

As for the LUMO energy (spin up / spin down): -10.60 / -14.63 eV. As for the orbital gap (spin up / spin down): 6.1 / 1.8 eV. As for the spin multiplicity: 8. The total charge is +3. Its highest occupied orbital energy (spin up / spin down) is -16.725 / -16.478 eV. As for the total energy: -74481.6586 eV. The value obtained for the max |F| is 0.065 hartree/bohr.

---

No. 4
Here is a 3-piece molecular cluster, C10H31BClNO12P4 overall from OMol25. Energies are from ωB97M-V/def2-TZVPD.

XYZ file:
```
60
C10H31BClNO12P4 (ωB97M-V/def2-TZVPD)
C 4.48 -2.72 1.54
O 3.93 -1.60 2.20
C 3.18 -0.79 1.31
C 2.35 0.24 2.06
C 1.10 -0.33 2.78
B 0.14 -1.16 1.85
P -1.37 -0.27 0.97
O -2.73 -1.21 1.22
Cl -0.97 -0.39 -1.08
P 0.40 -3.06 1.53
N 1.48 -3.70 2.46
O 0.87 -3.35 -0.01
O -1.01 -3.83 1.75
H 5.51 -2.55 1.17
H 4.52 -3.54 2.27
H 3.86 -3.10 0.71
H 3.93 -0.22 0.72
H 2.62 -1.39 0.58
H 3.01 0.63 2.86
H 2.11 1.11 1.44
H 1.31 -0.92 3.68
H 0.51 0.54 3.13
H -2.99 -1.14 2.15
H 1.88 -2.99 3.07
H 0.30 -2.82 -0.60
H -0.82 -4.44 2.48
C 1.71 7.73 3.46
O 1.80 6.81 2.37
P 1.28 5.24 2.64
O 1.98 4.96 3.94
O 2.09 4.70 1.35
C 3.50 4.89 1.31
O 0.27 3.90 2.59
C -1.14 4.16 2.71
H 1.73 8.74 3.05
H 0.78 7.59 4.01
H 2.56 7.60 4.12
H 3.94 4.97 2.30
H 3.73 5.79 0.73
H 3.94 4.03 0.80
H -1.49 4.78 1.89
H -1.36 4.64 3.67
H -1.66 3.20 2.67
C -2.63 -2.46 -2.91
O -2.72 -3.31 -4.06
P -3.80 -2.88 -5.25
O -5.02 -2.61 -4.41
O -3.78 -4.36 -5.88
C -4.17 -5.46 -5.05
O -4.35 -2.25 -6.71
C -3.68 -1.07 -7.19
H -1.67 -2.64 -2.43
H -2.68 -1.41 -3.20
H -3.43 -2.70 -2.21
H -4.84 -5.15 -4.25
H -3.28 -5.92 -4.62
H -4.67 -6.19 -5.68
H -2.62 -1.28 -7.37
H -3.79 -0.26 -6.47
H -4.15 -0.78 -8.13
```

As for the LUMO energy: -1.73 eV. As for the orbital gap: 6.9 eV. Its highest occupied orbital energy is -8.620 eV. As for the total energy: -87286.4873 eV. The value obtained for the max |F| is 0.142 hartree/bohr.